Entry 1:
{"formula": "C4H7NO", "method": "ωB97M-V/def2-TZVPD", "smiles": "C=CN/C=C\\O", "energy_ha": -286.374515, "largest_force_ev_per_a": 2.86, "gap_ev": [6.46, 6.02], "symbols": ["N", "C", "C", "C", "C", "O", "H", "H", "H", "H", "H", "H", "H"], "xyz": [[-1.14, -0.82, 0.46], [0.96, -0.34, -0.55], [-0.18, -1.13, -0.50], [-1.45, 0.52, 0.21], [-0.48, 1.43, 0.56], [2.03, -0.76, 0.24], [2.86, -0.57, -0.22], [-0.80, -1.01, 1.41], [1.29, 0.09, -1.49], [-0.41, -1.88, -1.25], [-2.05, 0.67, -0.68], [-0.62, 2.47, 0.29], [0.02, 1.32, 1.52]]}

Entry 2:
{"formula": "C6H11LaN5P", "method": "ωB97M-V/def2-TZVPD", "energy_ha": -881.708897, "largest_force_ev_per_a": 2.57, "gap_ev": [4.15, 4.90], "symbols": ["C", "C", "C", "C", "C", "La", "P", "H", "H", "H", "H", "H", "H", "H", "H", "N", "N", "N", "C", "N", "N", "H", "H", "H"], "xyz": [[-0.25, -3.11, -1.28], [-1.26, -3.07, -0.28], [-2.27, -2.15, -0.71], [-1.89, -1.65, -2.00], [-0.64, -2.24, -2.34], [-0.18, -0.65, -0.16], [2.62, -0.63, -0.38], [0.63, -3.73, -1.27], [-1.20, -3.55, 0.70], [-3.05, -1.74, -0.09], [-0.11, -2.12, -3.28], [-2.39, -0.87, -2.56], [3.30, -0.36, -1.58], [3.37, -1.61, 0.31], [2.93, 0.54, 0.39], [0.56, 3.68, 3.13], [0.21, 3.04, 1.98], [-0.36, 3.71, 0.94], [-0.55, 2.72, 0.08], [-0.15, 1.51, 0.57], [0.37, 1.75, 1.84], [0.96, 3.08, 3.81], [0.33, 4.67, 3.10], [-0.96, 2.79, -0.91]]}

Entry 3:
{"formula": "C7H13N", "method": "ωB97M-V/def2-TZVPD", "total_charge": -1, "energy_ha": -329.151348, "s2": 0.78, "multiplicity": 2, "largest_force_ev_per_a": 1.41, "gap_ev": [5.09, 5.05], "symbols": ["C", "C", "N", "C", "C", "C", "C", "C", "H", "H", "H", "H", "H", "H", "H", "H", "H", "H", "H", "H", "H"], "xyz": [[-2.34, -1.07, 1.13], [-0.80, -1.00, 1.23], [-1.73, 1.79, 0.83], [-0.95, 1.19, -0.21], [-0.16, -0.01, 0.32], [1.13, -0.27, -0.20], [1.74, 0.01, -1.39], [3.22, -0.29, -1.56], [-2.66, -1.27, 0.12], [-2.43, 2.41, 0.38], [-2.68, -1.91, 1.77], [-0.44, -2.02, 1.09], [-0.55, -0.81, 2.29], [-2.68, -0.07, 1.36], [-0.21, 1.89, -0.63], [-1.56, 0.77, -1.05], [1.82, -0.76, 0.51], [1.23, 0.49, -2.21], [3.42, -1.26, -2.05], [3.71, -0.21, -0.59], [3.64, 0.46, -2.22]]}

Entry 4:
{"formula": "C15H17N3O5", "method": "ωB97M-V/def2-TZVPD", "smiles": "O=[N+]([O-])c1ccccc1.O=[N+]([O-])c1ccccc1.CN(C)C=O", "energy_ha": -1121.815620, "largest_force_ev_per_a": 8.95, "gap_ev": 8.19, "symbols": ["C", "C", "C", "C", "C", "C", "N", "O", "O", "H", "H", "H", "H", "H", "C", "C", "C", "C", "C", "C", "N", "O", "O", "H", "H", "H", "H", "H", "C", "O", "N", "C", "C", "H", "H", "H", "H", "H", "H", "H"], "xyz": [[-0.39, -4.34, 1.90], [0.56, -4.58, 0.65], [1.28, -3.33, 0.05], [1.19, -2.01, 0.83], [-0.02, -1.88, 1.80], [-0.65, -3.06, 2.40], [2.03, -0.91, 0.39], [3.13, -1.12, -0.08], [1.51, 0.21, 0.50], [-0.79, -5.25, 2.34], [0.75, -5.70, 0.35], [2.04, -3.47, -0.63], [-0.03, -0.84, 2.17], [-1.45, -2.80, 3.16], [1.69, 3.57, -2.38], [0.18, 3.53, -2.61], [-0.36, 2.13, -2.89], [0.61, 0.94, -2.66], [2.09, 1.10, -2.59], [2.67, 2.52, -2.48], [0.07, -0.47, -2.59], [-1.13, -0.68, -2.85], [0.71, -1.41, -2.31], [2.04, 4.49, -2.31], [-0.37, 4.40, -2.67], [-1.37, 1.92, -2.96], [2.83, 0.44, -2.51], [3.67, 2.77, -2.48], [-0.56, 1.90, 2.02], [-0.25, 2.24, 3.17], [-1.75, 1.25, 1.70], [-2.10, 0.80, 0.31], [-2.68, 0.95, 2.82], [0.07, 1.94, 1.13], [-3.18, 0.73, 0.33], [-1.54, -0.13, -0.17], [-1.71, 1.62, -0.32], [-3.10, 1.82, 3.28], [-2.19, 0.44, 3.74], [-3.51, 0.26, 2.45]]}